C5H9N2O3 | the ωB97M-V functional and the def2-TZVPD basis

Results
DFT total energy = -530.8378 hartree
LUMO level = -0.10691 Eh
charge = +1

Each atom is followed by the atoms it is bonded to, with distances in Å.
Cartesian coordinates (Å):
1 C 1.950 -0.176 3.925  N6 1.405, O8 1.190, H11 1.098
2 C -1.884 0.376 -3.056  C3 1.509, C4 1.496, H12 1.082, H13 1.084
3 C -0.729 -0.407 -2.484  C2 1.509, C4 1.456, N7 1.479, H14 1.070
4 C -1.076 0.881 -1.902  C2 1.496, C3 1.456, N7 1.514, O9 1.311
5 C 0.992 -0.308 1.729  N6 1.345, O10 1.218, H15 1.100
6 N 1.789 -0.818 2.685  C1 1.405, C5 1.345, H16 1.015
7 N -1.226 -0.388 -1.091  C3 1.479, C4 1.514, H17 1.022, H19 1.058
8 O 1.402 0.842 4.203  C1 1.190
9 O -0.589 2.020 -1.474  C4 1.311, H18 0.972
10 O 0.758 -0.843 0.661  C5 1.218
11 H 2.629 -0.730 4.588  C1 1.098
12 H -1.734 0.872 -4.005  C2 1.082
13 H -2.898 0.024 -2.900  C2 1.084
14 H 0.102 -0.972 -2.853  C3 1.070
15 H 0.553 0.655 2.027  C5 1.100
16 H 2.244 -1.710 2.517  N6 1.015
17 H -2.151 -0.772 -0.893  N7 1.022
18 H 0.373 2.032 -1.336  O9 0.972
19 H -0.505 -0.577 -0.340  N7 1.058

Here are the Mulliken charges for atoms 1 to 5, given in e: C 0.11; C -0.58; C -0.23; C 0.63; C 0.11

C4H7NOS | the ωB97M-V functional and the def2-TZVPD basis

Results
DFT total energy = -684.5972 hartree
LUMO level (spin up / spin down) = -0.01548 / -0.01022 Eh

Each atom is followed by the atoms it is bonded to, with distances in Å.
Cartesian coordinates (Å):
1 C -0.174 -1.833 2.237  C2 1.318, S7 1.787, H8 1.101
2 C -1.339 -2.363 1.922  C1 1.318, O6 1.352
3 C -0.127 1.563 -1.128  C4 1.554, H9 1.164, H10 1.098, H11 1.129
4 C 0.763 0.296 -0.992  C3 1.554, N5 1.432, H12 1.168, H13 1.111
5 N 0.221 -0.688 -0.105  C4 1.432, S7 1.591
6 O -2.432 -2.605 2.681  C2 1.352, H14 0.998
7 S 1.074 -1.148 1.158  C1 1.787, N5 1.591
8 H 0.274 -1.895 3.241  C1 1.101
9 H 0.582 2.245 -1.750  C3 1.164
10 H -0.210 1.906 -0.088  C3 1.098
11 H -1.153 1.289 -1.512  C3 1.129
12 H 1.648 0.985 -0.665  C4 1.168
13 H 0.905 -0.086 -2.026  C4 1.111
14 H -2.900 -3.436 2.387  O6 0.998

Here are the Mulliken charges for atoms 1 to 5, given in e: C -0.08; C -0.16; C -0.95; C -0.30; N -0.28

C2H4F2OS | the ωB97M-V functional and the def2-TZVPD basis

Results
DFT total energy = -751.7220 hartree
structure (SMILES) = CC(F)(F)SO
LUMO level = 0.01389 Eh

Each atom is followed by the atoms it is bonded to, with distances in Å.
Cartesian coordinates (Å):
1 C -0.946 -0.153 0.252  C2 1.492, H7 1.055, H8 1.023, H9 1.021
2 C 0.426 -0.661 -0.040  C1 1.492, F4 1.340, F5 1.430, S6 1.830
3 O 3.041 0.139 0.380  S6 1.716, H10 0.907
4 F 0.847 -1.483 0.930  C2 1.340
5 F 0.629 -1.548 -1.143  C2 1.430
6 S 1.559 0.766 -0.218  C2 1.830, O3 1.716
7 H -1.121 0.789 -0.190  C1 1.055
8 H -1.638 -0.859 -0.013  C1 1.023
9 H -0.971 -0.088 1.271  C1 1.021
10 H 3.120 0.436 1.233  O3 0.907

Here are the Mulliken charges for atoms 1 to 5, given in e: C -1.40; C 0.90; O -0.46; F -0.26; F -0.30

ΔE to the lowest compared entry with this formula, charge and spin values, unit kJ/mol, following the record order: 120.6, 550.9, 47.9.